Entry 1:
The following is a DFT calculation (wB97M-V/def2-TZVPD) of a cluster of 11 separate species, C38H87N9O10 in total at a distorted geometry.

For the total energy, the calculation gives -74706.3716 eV. The SMILES is CCN(CC)CC.CCN(CC)CC.CCN(CC)CC.O=C1CCCO1.O=C1CCCO1.CC(N)=O.CC(N)=O.CC(N)=O.CC(N)=O.CC(N)=O.CC(N)=O. The calculation puts the largest force on an atom at 0.0492 Eh/bohr. For the LUMO energy, the calculation gives 0.34 eV.

Structure (ORCA input):
```
! RIJCOSX wB97M-V def2-TZVPD def2/J DEFGRID3
* xyz 0 1
O -5.021 4.477 -3.712
C -3.884 4.067 -3.536
N -3.626 2.772 -3.255
C -2.665 4.949 -3.722
H -2.692 2.533 -2.969
H -4.428 2.152 -3.154
H -2.527 5.556 -2.828
H -2.766 5.629 -4.568
H -1.764 4.384 -3.942
O -0.044 -4.878 -4.032
C 1.177 -4.716 -3.955
N 1.953 -5.116 -4.983
C 1.811 -4.191 -2.715
H 1.493 -5.567 -5.752
H 2.941 -5.252 -4.846
H 2.776 -3.704 -2.888
H 1.955 -4.911 -1.906
H 1.228 -3.424 -2.208
O -2.850 -3.390 3.032
C -3.805 -2.874 3.603
N -4.585 -3.595 4.425
C -4.272 -1.491 3.242
H -4.307 -4.546 4.599
H -5.292 -3.127 4.960
H -4.193 -1.376 2.163
H -3.660 -0.724 3.719
H -5.299 -1.291 3.550
O -5.705 0.966 -2.362
C -6.011 -0.213 -2.243
N -7.153 -0.594 -1.639
C -5.212 -1.335 -2.902
H -7.423 -1.551 -1.512
H -7.800 0.096 -1.295
H -4.612 -0.884 -3.686
H -5.902 -2.053 -3.347
H -4.591 -1.874 -2.187
O 0.935 -4.514 3.492
C 0.952 -3.564 2.717
N -0.101 -2.793 2.429
C 2.347 -3.167 2.184
H -1.076 -3.021 2.612
H 0.051 -2.081 1.724
H 2.944 -2.861 3.038
H 2.262 -2.361 1.450
H 2.808 -4.052 1.752
O 5.114 4.126 0.404
C 5.789 3.104 0.416
N 7.085 3.134 0.786
C 5.230 1.744 0.015
H 7.441 4.007 1.135
H 7.535 2.294 1.109
H 4.251 1.788 -0.453
H 5.074 1.208 0.955
H 5.917 1.213 -0.642
C 6.568 -3.921 -2.917
C 6.618 -4.653 -1.563
N 6.722 -3.780 -0.424
C 5.625 -2.863 -0.265
C 5.771 -1.902 0.913
C 7.094 -4.466 0.824
C 6.008 -5.392 1.368
H 6.522 -4.717 -3.669
H 7.442 -3.338 -3.208
H 5.678 -3.309 -3.057
H 5.682 -5.235 -1.536
H 7.465 -5.338 -1.578
H 5.444 -2.197 -1.111
H 4.652 -3.343 -0.057
H 6.697 -1.317 0.965
H 4.998 -1.129 0.891
H 5.692 -2.364 1.900
H 7.462 -3.710 1.517
H 7.996 -5.043 0.603
H 6.413 -5.899 2.249
H 5.766 -6.168 0.645
H 5.121 -4.865 1.716
C -4.556 5.040 0.174
C -5.602 3.971 0.427
N -5.623 3.463 1.786
C -6.762 2.574 2.022
C -6.712 1.190 1.340
C -4.375 2.874 2.247
C -4.320 2.615 3.744
H -3.528 4.693 0.288
H -4.744 5.972 0.707
H -4.584 5.306 -0.890
H -6.575 4.392 0.162
H -5.412 3.197 -0.338
H -6.831 2.431 3.102
H -7.645 3.108 1.669
H -7.661 0.711 1.596
H -6.651 1.307 0.260
H -5.910 0.552 1.709
H -3.570 3.587 2.082
H -4.173 1.912 1.759
H -4.902 1.758 4.096
H -4.676 3.456 4.347
H -3.275 2.472 4.030
C 2.019 -0.112 -0.347
C 1.018 -1.130 -0.884
N -0.287 -0.900 -0.264
C -1.234 -1.951 -0.628
C -1.670 -2.052 -2.086
C -0.784 0.432 -0.577
C -2.077 0.815 0.187
H 2.103 0.801 -0.937
H 3.031 -0.530 -0.336
H 1.794 0.086 0.702
H 0.980 -1.012 -1.975
H 1.360 -2.130 -0.622
H -2.137 -1.967 -0.014
H -0.721 -2.885 -0.371
H -0.894 -2.139 -2.851
H -2.340 -1.241 -2.371
H -2.161 -3.023 -2.208
H 0.012 1.145 -0.372
H -0.990 0.550 -1.652
H -2.194 1.890 0.280
H -2.985 0.420 -0.278
H -2.038 0.255 1.127
O 3.672 1.415 3.220
C 2.495 1.461 2.989
O 1.626 0.536 3.438
C 0.303 0.841 2.973
C 0.285 2.295 2.493
C 1.782 2.549 2.232
H -0.398 0.761 3.803
H -0.025 0.173 2.178
H -0.048 3.019 3.237
H -0.341 2.414 1.613
H 2.183 3.426 2.735
H 1.961 2.393 1.172
O -0.796 3.470 -1.980
C 0.318 3.790 -1.662
O 0.605 4.212 -0.424
C 1.966 4.713 -0.318
C 2.424 4.871 -1.769
C 1.517 3.978 -2.576
H 2.615 4.053 0.252
H 1.970 5.645 0.242
H 3.494 4.725 -1.889
H 2.192 5.904 -2.047
H 1.958 2.975 -2.656
H 1.281 4.317 -3.578
*
```

Entry 2:
The following is a DFT calculation (wB97M-V/def2-TZVPD) of a cluster of 15 separate species, C53H106O29 in total at a distorted geometry.

For the total energy, the calculation gives -116053.0994 eV. The calculation puts the largest force on an atom at 0.0610 Eh/bohr. The energy above the lowest of the compared OMol25 structures with the same formula, charge and spin comes out at 0.0000 eV. For the LUMO energy, the calculation gives 0.54 eV.

Structure (ORCA input):
```
! RIJCOSX wB97M-V def2-TZVPD def2/J DEFGRID3
* xyz 0 1
C -8.693 -1.414 -4.834
O -7.986 -0.884 -3.675
C -6.862 -1.523 -3.413
O -6.405 -2.458 -4.059
O -6.216 -0.949 -2.372
C -4.855 -1.443 -2.152
H -8.087 -1.104 -5.704
H -9.652 -0.916 -4.906
H -8.767 -2.499 -4.758
H -4.188 -0.889 -2.837
H -4.720 -2.503 -2.362
H -4.609 -1.177 -1.148
C 5.881 -0.779 1.099
O 6.533 -1.062 2.337
C 5.832 -1.502 3.356
O 4.638 -1.546 3.471
O 6.677 -1.974 4.291
C 6.044 -2.321 5.524
H 6.571 -0.427 0.351
H 5.153 0.027 1.290
H 5.347 -1.718 0.838
H 5.249 -3.015 5.358
H 5.636 -1.376 5.878
H 6.829 -2.636 6.198
C 3.809 2.156 8.436
O 4.361 1.547 7.258
C 3.998 2.039 6.091
O 3.337 3.074 5.931
O 4.461 1.242 5.177
C 4.356 1.686 3.781
H 2.727 2.115 8.508
H 4.170 3.158 8.532
H 4.263 1.545 9.212
H 5.181 2.274 3.465
H 3.384 2.181 3.655
H 4.331 0.687 3.289
C 2.480 3.148 -0.769
O 3.790 3.022 -1.294
C 4.614 2.325 -0.545
O 4.277 1.902 0.570
O 5.786 2.176 -1.135
C 5.936 2.678 -2.419
H 1.863 3.743 -1.480
H 2.532 3.565 0.228
H 2.036 2.127 -0.744
H 5.621 3.688 -2.541
H 5.445 2.019 -3.143
H 7.006 2.670 -2.574
C 0.492 7.228 -0.532
O 0.377 6.567 0.761
C -0.451 5.511 0.765
O -1.121 5.130 -0.206
O -0.498 4.976 1.954
C -1.326 3.770 2.111
H -0.555 7.404 -0.817
H 1.016 6.552 -1.169
H 1.048 8.144 -0.346
H -1.039 3.303 3.046
H -1.244 3.112 1.264
H -2.356 4.074 2.117
C 1.941 -3.198 1.485
O 1.540 -4.550 1.282
C 1.299 -5.279 2.365
O 1.604 -5.010 3.520
O 0.707 -6.394 1.950
C 0.070 -7.132 3.053
H 1.270 -2.740 2.207
H 1.835 -2.638 0.556
H 2.959 -3.160 1.898
H 0.834 -7.440 3.742
H -0.276 -8.045 2.533
H -0.708 -6.535 3.512
C -0.998 0.692 -2.343
O -0.637 1.128 -1.012
C -0.177 0.258 -0.163
O 0.045 -0.945 -0.379
O 0.044 0.884 0.995
C 0.777 0.145 2.025
H -1.019 1.612 -2.886
H -1.908 0.103 -2.277
H -0.212 0.014 -2.644
H 1.866 0.150 1.912
H 0.431 -0.912 1.990
H 0.479 0.602 2.938
C -0.749 -4.978 -3.932
C -0.742 -4.335 -2.502
C -1.226 -2.934 -2.746
O -1.678 -2.826 -4.060
C -1.895 -4.177 -4.543
H -0.908 -6.047 -3.905
H 0.094 -4.769 -4.554
H 0.180 -4.495 -1.990
H -1.431 -4.820 -1.776
H -0.419 -2.208 -2.579
H -2.080 -2.789 -2.027
H -1.923 -4.184 -5.645
H -2.841 -4.555 -4.176
C -1.703 -3.945 2.300
C -3.085 -3.997 2.957
C -4.008 -3.605 1.812
O -3.292 -2.676 1.053
C -1.869 -2.885 1.221
H -1.396 -4.900 1.833
H -0.936 -3.660 3.038
H -3.267 -3.169 3.637
H -3.323 -4.936 3.444
H -4.933 -3.179 2.235
H -4.315 -4.414 1.159
H -1.400 -1.956 1.519
H -1.511 -3.167 0.238
C -1.300 4.089 -4.441
C -0.195 4.236 -3.425
C 1.151 4.016 -4.210
O 0.737 4.089 -5.601
C -0.617 4.543 -5.695
H -2.173 4.644 -4.132
H -1.572 3.032 -4.575
H -0.194 3.564 -2.543
H -0.130 5.279 -3.137
H 1.658 3.055 -4.098
H 1.911 4.796 -4.053
H -1.073 4.163 -6.625
H -0.569 5.660 -5.748
C 4.084 -1.221 -2.064
C 3.700 -1.140 -3.541
C 2.906 0.159 -3.573
O 2.357 0.333 -2.240
C 2.873 -0.641 -1.336
H 4.928 -0.524 -1.874
H 4.402 -2.193 -1.707
H 3.068 -2.024 -3.810
H 4.591 -1.140 -4.163
H 2.041 0.072 -4.223
H 3.535 0.984 -3.908
H 2.124 -1.381 -1.058
H 3.215 -0.193 -0.385
C -3.628 2.644 -0.830
C -4.192 2.537 -2.256
C -5.676 2.906 -2.086
O -5.742 3.734 -0.904
C -4.792 3.207 0.023
H -2.802 3.363 -0.743
H -3.239 1.671 -0.553
H -4.057 1.530 -2.658
H -3.699 3.272 -2.931
H -6.258 1.976 -1.859
H -6.126 3.444 -2.898
H -5.266 2.421 0.614
H -4.522 4.005 0.729
C 2.070 -1.601 6.286
C 0.855 -0.964 6.929
C 0.129 -0.353 5.693
O 0.369 -1.296 4.660
C 1.726 -1.711 4.807
H 2.348 -2.595 6.595
H 2.940 -0.988 6.460
H 1.039 -0.186 7.684
H 0.133 -1.668 7.353
H 0.518 0.625 5.406
H -0.906 -0.203 5.907
H 2.475 -1.132 4.217
H 1.765 -2.705 4.394
C -2.820 -0.468 3.614
C -3.012 0.836 4.544
C -3.830 1.727 3.670
O -3.273 1.492 2.397
C -3.012 0.149 2.208
H -3.578 -1.207 3.825
H -1.845 -0.903 3.796
H -2.073 1.332 4.801
H -3.547 0.548 5.458
H -3.639 2.730 4.053
H -4.917 1.452 3.692
H -2.149 0.017 1.579
H -3.872 -0.367 1.695
C -0.338 0.700 -6.695
C -0.770 -0.507 -5.847
C 0.033 -1.628 -6.481
O 1.292 -1.049 -6.779
C 1.031 0.272 -7.265
H -0.228 1.598 -6.066
H -1.029 0.901 -7.505
H -1.876 -0.630 -5.817
H -0.433 -0.411 -4.778
H -0.525 -1.912 -7.372
H 0.204 -2.471 -5.835
H 0.871 0.248 -8.350
H 1.845 0.907 -6.900
*
```